Density functional theory data (ωB97M-V/def2-TZVPD) for a molecular structure, BrH4O2Zn2.

Its total energy is -170996.7425 eV. The energy above the lowest of the compared OMol25 structures with the same formula, charge and spin is 405.4 kJ/mol. As for the lowest unoccupied orbital energy: -0.628 Eh. The calculation puts the maximum force at 1.314 eV/Å. As for the net charge: +3. The highest occupied orbital energy is -0.7172 Eh.

Element x y z (Å)
O: 0.2054 -11.8258 20.9308
H: -0.6604 -11.5719 20.6112
Br: 4.8077 -12.4392 22.4074
H: 5.3629 -12.2234 25.7982
H: 0.6455 -10.9963 21.1165
Zn: 1.7795 -14.5885 21.3993
O: 5.4982 -12.2073 26.7456
H: 6.2453 -12.7877 26.8913
Zn: 8.1988 -10.7030 20.8841


Density functional theory data (ωB97M-V/def2-TZVPD) for 15 unconnected molecules or ions with the total composition C4H39NO14S.

Its total energy is -45759.0718 eV. As for the expectation value of S²: 0.75. As for the lowest unoccupied orbital energy (spin up / spin down): -0.147 / -0.321 Eh. The calculation puts the maximum force at 8.036 eV/Å. Its spin multiplicity is 2. As for the net charge: +1. The highest occupied orbital energy (spin up / spin down) is -0.4625 / -0.4625 Eh.

Element x y z (Å)
H: -4.0007 -2.0274 2.3095
N: -1.3291 -0.8421 1.5055
H: -1.7822 -0.2626 3.4989
H: 4.5108 1.3169 1.1070
C: 1.0833 -2.3959 2.9713
H: -0.1345 -3.2888 -3.7887
H: -0.9251 -1.6613 0.9630
C: 3.6730 -2.0954 1.6926
H: -1.2376 4.3202 2.4949
O: -0.6860 4.2561 1.6466
H: -0.7423 0.1763 -2.6742
H: 0.6968 -3.3562 3.2062
H: 0.9159 1.7249 -0.3957
H: 0.3462 -1.0298 4.5930
H: 0.6349 -1.6506 -3.1461
H: 0.6625 -0.3150 2.9437
H: 1.2953 0.9432 -1.6139
H: -1.2755 0.9820 -1.5491
H: 2.4546 1.0500 -3.2330
O: -4.3174 -1.1255 2.5240
H: -4.3748 1.1118 -2.0756
O: 1.4984 0.9883 -0.7231
H: 0.0122 3.0909 -3.4893
H: -0.3391 3.4079 -0.7515
O: 0.5219 3.4578 -2.7348
O: -1.6392 0.4612 -2.3062
H: 3.3992 -1.1562 1.4588
O: 0.5933 -0.5931 -2.9160
H: 1.7400 2.3256 2.1513
H: 1.0952 -0.6607 -2.1487
H: -3.5835 -0.6044 2.4284
C: 0.2288 -1.1677 3.4472
H: -1.6089 -2.1478 3.2767
H: 0.9194 -2.5458 1.8318
O: -4.0948 -2.5199 -2.7947
H: -0.9888 0.0179 1.2890
H: 0.0053 3.7378 1.8134
H: 3.1027 2.2957 -3.7516
H: 3.9594 2.2473 0.2709
O: 0.6138 -3.0845 -3.2269
O: 1.6759 3.1979 2.3059
H: -1.7119 -2.1084 -1.7509
H: 4.7624 -1.9662 1.5480
O: 2.6789 1.9083 -2.9190
H: -3.4297 0.4528 -1.0619
H: -1.5038 3.5059 0.0833
H: -4.2182 -2.5451 -1.8753
H: -2.4835 -3.4038 -1.7844
H: -3.7031 -1.5918 -2.8366
H: 3.4115 -2.9442 1.1564
O: -1.6392 -3.0985 -1.7511
S: 2.8710 -2.4735 3.4057
O: -4.3788 0.6632 -1.2833
C: -1.2377 -1.1725 3.0217
H: 1.3826 3.0148 -2.7094
O: 4.5252 2.2960 1.0034
H: 0.6165 -3.6324 -2.3717
H: 2.3403 3.7055 1.9884
O: -0.8614 2.8110 -0.2737


Density functional theory data (ωB97M-V/def2-TZVPD) for 2 unconnected molecules or ions with the total composition C3H5FO2S.

Its total energy is -20837.9153 eV. The energy above the lowest of the compared OMol25 structures with the same formula, charge and spin is 150.2 kJ/mol. As for the lowest unoccupied orbital energy: -0.029 Eh. The calculation puts the maximum force at 3.429 eV/Å. The highest occupied orbital energy is -0.3789 Eh.

Element x y z (Å)
C: 0.4798 -0.2273 -1.4062
F: 0.1387 1.9116 -0.1543
C: 1.2136 0.1275 0.9162
H: -0.0157 0.0876 -2.2994
O: -2.9744 -0.2875 -0.8235
O: -1.9269 -1.0758 1.2304
S: -2.1977 0.0021 0.3186
H: 2.2915 0.0797 0.8453
H: 0.8727 0.8566 1.6361
H: 0.9380 -1.1317 -1.1240
C: 0.5551 0.5537 -0.3412
H: 0.6254 -0.8966 1.2019


Density functional theory data (ωB97M-V/def2-TZVPD) for 2 unconnected molecules or ions with the total composition C6H15NO.

Its total energy is -9993.7403 eV. The energy above the lowest of the compared OMol25 structures with the same formula, charge and spin is 966.5 kJ/mol. As for the lowest unoccupied orbital energy: -0.155 Eh. The calculation puts the maximum force at 4.841 eV/Å. The highest occupied orbital energy is -0.2610 Eh.

Element x y z (Å)
H: 1.4385 -0.7905 -2.1301
C: -2.4959 -0.4045 0.2243
H: -1.8832 -0.5651 -0.6963
H: 1.0408 1.1980 -0.9825
C: -2.8668 0.7662 -0.5939
C: -1.2433 -0.4152 1.1152
H: -1.3873 -0.2146 2.1760
H: 0.6947 0.3002 1.1472
C: 1.0059 -0.8684 -1.1138
C: -0.1718 0.5796 0.6333
C: 0.2895 0.4365 -0.8890
H: -0.8687 -1.4187 1.1193
H: -3.2471 -1.1097 0.6738
N: 2.0071 -1.2231 -0.1270
H: -3.4140 1.5386 -0.1037
H: 3.1848 1.0431 1.5812
H: -0.3949 0.5628 -1.7203
H: -0.3205 1.6298 0.7994
O: 2.7375 1.1445 0.7246
H: 2.6436 -1.8213 -0.6275
H: 2.4340 -0.3495 0.2753
H: -3.2349 0.5152 -1.5360
H: 0.2299 -1.7255 -1.1501


Density functional theory data (ωB97M-V/def2-TZVPD) for 2 unconnected molecules or ions with the total composition C5H12Si.

Its total energy is -13251.8467 eV. The energy above the lowest of the compared OMol25 structures with the same formula, charge and spin is 471.2 kJ/mol. As for the lowest unoccupied orbital energy (spin up / spin down): 0.007 / 0.001 Eh. The calculation puts the maximum force at 2.988 eV/Å. The highest occupied orbital energy (spin up / spin down) is -0.2573 / -0.2925 Eh.

Element x y z (Å)
H: 3.0775 -0.4846 1.4281
C: 0.9195 -0.5265 -0.9410
H: -1.3147 -0.7642 2.0799
H: 2.6103 -2.1648 1.0508
H: -0.4600 0.2557 -2.4217
H: 0.0552 -1.5150 -2.5456
C: -2.2688 1.9763 1.0471
H: -1.7502 2.8252 1.5491
C: 0.4151 -0.4726 -2.3502
H: -2.5673 -0.6177 0.1945
C: 2.2404 -1.1195 1.0283
Si: -1.7335 0.1158 1.0204
H: 2.7653 -1.2597 -1.2560
C: 2.0662 -0.9122 -0.4285
H: -2.3169 2.2330 0.0441
H: 1.3134 -0.1404 -2.9787
H: -3.3301 1.9933 1.3835
H: 1.2084 -0.9395 1.5084


Density functional theory data (ωB97M-V/def2-TZVPD) for a single C6H9NO molecule.

As for the structure (SMILES): O[C@]12C[C@@H]1N[C@H]1C[C@H]12. Its total energy is -9900.5577 eV. The energy above the lowest of the compared OMol25 structures with the same formula, charge and spin is 486.9 kJ/mol. As for the lowest unoccupied orbital energy: 0.036 Eh. The calculation puts the maximum force at 2.180 eV/Å. The highest occupied orbital energy is -0.3113 Eh.

Element x y z (Å)
C: -0.1561 -0.8028 1.1537
H: -1.6999 0.3132 2.3378
C: -0.2091 0.2075 -0.9413
H: -0.3912 -1.7681 -1.1206
C: -0.9288 0.4217 1.5606
C: 1.0266 0.5305 -0.2152
O: -0.0087 -1.0629 -1.6653
C: -1.1690 -0.1753 0.1483
H: 1.5100 -1.4352 0.1811
N: 1.1784 -0.6111 0.6724
C: 0.8801 1.0660 -1.6063
H: -2.1807 -0.4883 -0.1079
H: -0.4432 1.3829 1.6506
H: -0.3102 -1.7331 1.6776
H: 0.7357 2.1483 -1.6410
H: 0.8622 1.3908 0.4229
H: 1.3038 0.6160 -2.5072